(1)
A 2-piece molecular cluster, C5H12NO3 overall at a distorted geometry. Source: the Open Molecules 2025 dataset; level of theory: ωB97M-V/def2-TZVPD.

Each line ends with the Mulliken charge.
Positions of all 21 atoms, in Å:
C 1.11894 -0.23962 -0.26614  -0.470
C -0.06276 -1.15495 -0.70885  0.617
C -1.19860 -0.43453 -1.57196  -1.436
C -0.73258 -1.67199 0.73297  -1.213
N 1.31277 0.92263 -1.10668  -0.313
C 0.92039 2.15554 -0.39777  0.455
O 0.51827 2.06886 0.77060  -0.661
O 1.04968 3.15962 -1.13987  -0.794
H 2.11969 -0.79938 -0.29113  0.128
H 1.06655 0.10286 0.78104  0.099
H 0.35115 -2.12510 -1.24196  0.235
H -1.48524 0.47364 -1.04749  0.271
H -1.94036 -1.19093 -1.47057  0.479
H -0.87775 -0.20518 -2.52687  0.392
H -1.72136 -2.07871 0.67338  0.412
H -0.87972 -0.75384 1.38419  0.174
H -0.02733 -2.31513 1.20539  0.327
H 1.16862 0.78147 -2.07642  0.259
H 0.12954 0.41368 2.65490  0.316
H -0.51330 1.76222 2.43863  0.430
O -0.31660 1.12886 3.20458  -0.707

Computed properties:
- net charge = -1
- spin multiplicity = 1
- molar mass (g mol⁻¹) = 134.15
- energy above the lowest of the compared OMol25 structures with the same formula, charge and spin (kcal/mol) = 36.40

(2)
A 6-piece molecular cluster, C18H42ClN3O17P overall at a distorted geometry. Source: the Open Molecules 2025 dataset; level of theory: ωB97M-V/def2-TZVPD.

Each line ends with the Mulliken charge.
Positions of all 82 atoms, in Å:
Cl 0.56922 -0.13861 -0.01034  1.683
O 1.11211 0.88234 -0.85713  -0.674
O -0.75613 -0.52421 -0.40548  -0.566
O 1.40929 -1.29558 0.00881  -0.723
O 0.53499 0.28896 1.38476  -0.723
O -2.82437 -2.47637 0.74567  -0.801
P -3.14450 -2.15887 2.19203  0.434
N -1.83276 -2.16191 3.29670  0.422
C -1.79536 -1.74216 4.74584  -1.252
C -0.56432 -2.65597 2.75180  -1.090
N -4.29422 -3.27226 2.99640  0.163
C -4.98117 -2.81541 4.16075  -0.881
C -3.98237 -4.66468 3.05403  -1.076
N -3.84914 -0.59242 2.41064  0.364
C -3.09512 0.64276 2.73624  -0.725
C -4.89225 -0.18436 1.41731  -1.468
H -0.78656 -1.36434 4.91223  0.443
H -2.11471 -2.38769 5.56401  0.260
H -2.32681 -0.80496 4.91112  0.421
H -0.59768 -3.39811 1.95418  0.269
H 0.06920 -3.02648 3.55770  0.508
H -0.00129 -1.79855 2.38312  0.216
H -5.61969 -1.96011 3.93974  0.237
H -5.59518 -3.57697 4.64151  0.399
H -4.26671 -2.28626 4.79135  0.190
H -3.75346 -5.09444 2.07884  0.275
H -3.19879 -4.86020 3.78606  0.307
H -4.91815 -5.13293 3.35924  0.441
H -3.19352 1.35710 1.91885  0.256
H -3.20135 1.24225 3.64035  0.177
H -2.04670 0.35341 2.80809  0.194
H -4.39526 0.20315 0.52795  0.425
H -5.50449 0.63257 1.79924  0.489
H -5.59902 -0.98045 1.18318  0.354
C -1.40763 0.11396 -7.60101  -0.616
O -1.85935 -0.31191 -6.32888  -0.293
C -1.00676 -0.41209 -5.18050  0.708
O -1.41481 -0.70660 -4.06808  -0.445
O 0.33966 -0.04643 -5.45377  -0.386
C 1.30402 -0.08952 -4.36409  -0.412
H -0.95619 1.10608 -7.60058  0.265
H -2.15899 0.12009 -8.39064  0.249
H -0.57571 -0.52184 -7.90395  0.280
H 0.83433 -0.17056 -3.38382  0.119
H 1.82331 0.86107 -4.48570  0.263
H 1.97218 -0.93679 -4.51840  0.261
C 6.36223 4.36748 1.63494  -0.669
O 5.82422 3.11678 2.04547  -0.304
C 4.56853 2.96911 2.34634  0.791
O 3.75968 3.89128 2.34371  -0.598
O 4.40027 1.73563 2.80519  -0.314
C 3.23345 1.38674 3.46766  -0.515
H 6.48580 5.07978 2.45069  0.288
H 5.88178 4.78704 0.75107  0.300
H 7.31838 3.93862 1.33502  0.243
H 3.29063 0.40736 3.94268  0.239
H 2.49986 1.34592 2.66251  0.204
H 2.87778 2.08978 4.22088  0.330
C -5.86093 1.60281 -1.79129  -0.525
O -4.79274 2.64468 -1.84166  -0.370
C -3.52638 2.18696 -2.00093  0.820
O -3.19590 0.98456 -2.09963  -0.453
O -2.84530 3.20416 -2.51898  -0.365
C -1.47654 2.95119 -2.81537  -0.505
H -6.76074 2.21568 -1.84454  0.291
H -5.93172 1.28797 -0.75016  0.173
H -5.79611 0.84017 -2.56735  0.286
H -1.34418 2.89956 -3.89606  0.239
H -1.04183 2.08689 -2.31325  0.174
H -0.79634 3.74647 -2.51044  0.299
C 4.75694 -1.47765 -0.84979  -0.469
O 5.89994 -1.55399 -1.74318  -0.336
C 6.61366 -0.42762 -1.82893  0.843
O 6.47585 0.62405 -1.18142  -0.599
O 7.52070 -0.54509 -2.72119  -0.342
C 8.46311 0.43538 -2.93364  -0.714
H 3.91974 -1.06715 -1.41430  0.203
H 4.92342 -0.82718 0.00887  0.261
H 4.44400 -2.45213 -0.47492  0.265
H 9.20679 0.51227 -2.14045  0.306
H 8.21877 1.49574 -2.99737  0.307
H 8.96542 0.26308 -3.88553  0.273

Computed properties:
- net charge = -1
- spin multiplicity = 1
- molar mass (g mol⁻¹) = 638.96
- energy above the lowest of the compared OMol25 structures with the same formula, charge and spin (kcal/mol) = 0.00

(3)
A 2-piece molecular cluster, C8H16O overall at a distorted geometry. Source: the Open Molecules 2025 dataset; level of theory: ωB97M-V/def2-TZVPD.

Each line ends with the Mulliken charge.
Positions of all 25 atoms, in Å:
C -1.22418 1.73887 2.82225  -1.320
C -1.90050 1.79029 1.47164  -0.278
C -0.77919 1.78118 0.44908  -0.717
C 0.10334 0.60450 0.52420  -0.229
C -0.12239 -0.29038 -0.40934  -0.543
C 0.81061 -1.34549 -0.82929  -0.178
C 1.92895 -1.75715 -0.22621  -0.350
C 2.70496 -2.82795 -0.94461  -0.943
H -0.38134 1.07561 2.95066  0.350
H -0.68138 2.67209 3.19513  0.273
H -1.80727 1.40547 3.62964  0.450
H -2.57842 0.95314 1.25799  0.275
H -2.68188 2.72186 1.54989  0.242
H -1.27841 1.82111 -0.58454  0.206
H -0.24151 2.76731 0.74532  0.311
H 0.80426 0.68774 1.35390  0.428
H -0.97472 -0.28612 -1.06741  -0.010
H 0.53699 -1.85503 -1.76694  0.050
H 2.60951 -1.33489 0.48855  0.293
H 2.42800 -3.84059 -0.64416  0.191
H 3.81956 -2.67951 -0.70082  0.263
H 2.58671 -2.87588 -2.07594  0.264
H -0.69778 -0.24951 -4.36380  0.370
H -1.40361 -0.72237 -3.11108  0.337
O -1.58032 0.04569 -3.71414  -0.734

Computed properties:
- net charge = -1
- spin multiplicity = 2
- molar mass (g mol⁻¹) = 128.21
- energy above the lowest of the compared OMol25 structures with the same formula, charge and spin (kcal/mol) = 35.21

(4)
One molecule with the formula C3H8N2OS at a distorted geometry. Source: the Open Molecules 2025 dataset; level of theory: ωB97M-V/def2-TZVPD.

Each line ends with the Mulliken charge.
Positions of all 15 atoms, in Å:
C -1.83297 -0.25982 -0.91788  -1.169
C -0.42723 0.23917 -0.61314  0.257
C -0.02943 -0.97068 0.26386  0.368
H -1.73734 -1.41397 -1.14811  0.258
H -2.32952 -0.38978 0.22877  0.306
H -2.59268 0.15053 -1.77363  0.269
H 0.41835 0.19606 -1.46101  0.258
H -0.51365 1.99765 1.26724  0.172
H -1.68447 -2.04190 0.33917  0.278
H 1.61745 -1.96444 1.20625  0.320
H 2.21730 0.75288 0.32094  0.353
N -0.69984 -1.95887 0.65830  -0.760
N 1.29541 -0.97105 0.96617  -0.187
O 2.14529 -0.27193 0.11554  -0.465
S -0.18681 1.95912 -0.22952  -0.258

Computed properties:
- spin multiplicity = 1
- molar mass (g mol⁻¹) = 120.18
- energy above the lowest of the compared OMol25 structures with the same formula, charge and spin (kcal/mol) = 129.63
- structure (SMILES) = [H]/N=C(/NO)[C@@H](C)S

(5)
One molecule with the formula C3H5NO3. Source: the Open Molecules 2025 dataset; level of theory: ωB97M-V/def2-TZVPD.

Each line ends with the Mulliken charge.
Positions of all 12 atoms, in Å:
N -1.79646 -0.67205 0.98453  -0.663
C -0.63646 -0.28317 0.69602  0.477
O 0.40405 -1.07888 0.28951  -0.387
C -0.12754 1.13620 0.62515  -0.084
O 1.02199 1.02785 -0.19961  -0.358
C 1.14225 -0.30049 -0.63304  0.139
O 0.65887 -0.50325 -1.90595  -0.487
H -0.29907 -0.35788 -1.88727  0.338
H -1.84964 -1.68554 0.86559  0.283
H -0.87220 1.80590 0.18756  0.231
H 0.16626 1.51024 1.61274  0.251
H 2.18795 -0.59894 -0.63522  0.260

Computed properties:
- spin multiplicity = 1
- molar mass (g mol⁻¹) = 103.08
- energy above the lowest of the compared OMol25 structures with the same formula, charge and spin (kcal/mol) = 37.66
- structure (SMILES) = [H]/N=C1/CO[C@H](O)O1

no.,calculated total energy (eV)
1,-13013.3169
2,-80428.3113
3,-10598.9033
4,-19098.8809
5,-10824.0546